Record 1
The following is a DFT calculation (ωB97M-V with the def2-TZVPD basis set) of a 4-piece molecular cluster, C25H27BrN4O2 overall.

Last column: Löwdin charge in e.
Atoms and positions in Å:
N (-0.289, 1.084, -2.576)  -0.028
C (-0.743, -0.144, -3.296)  -0.285
C (-0.039, -1.477, -2.709)  -0.178
C (-1.091, -2.464, -1.955)  -0.183
C (-0.707, -2.684, -0.382)  -0.182
C (-2.046, -2.306, 0.474)  -0.151
C (-2.080, -0.683, 0.490)  -0.094
C (-3.209, -0.011, -0.332)  -0.011
C (-3.253, 1.552, -0.330)  -0.039
C (-2.179, 2.412, 0.432)  -0.003
C (-1.054, 1.741, 1.253)  -0.021
C (-1.050, 0.162, 1.274)  0.001
C (0.072, -0.530, 2.149)  -0.252
O (-0.037, -1.670, 2.703)  0.024
C (1.445, 0.243, 2.425)  -0.029
C (2.686, -0.626, 2.715)  -0.002
C (4.033, 0.067, 3.030)  -0.033
C (4.057, 1.630, 3.045)  -0.068
C (2.791, 2.504, 2.723)  -0.520
Br (2.938, 4.473, 2.774)  0.676
C (1.435, 1.810, 2.399)  -0.054
C (0.077, 2.562, 2.055)  -0.256
O (-0.184, 3.759, 2.348)  -0.015
H (-1.034, 1.467, -1.975)  0.024
H (0.565, 0.890, -2.031)  0.058
H (-0.390, -0.050, -4.390)  0.077
H (-1.882, -0.227, -3.326)  0.104
H (0.378, -2.055, -3.621)  0.095
H (0.877, -1.238, -2.044)  0.092
H (-2.165, -2.057, -1.987)  0.083
H (-1.021, -3.516, -2.427)  0.110
H (-0.337, -3.740, -0.159)  0.106
H (0.161, -1.959, -0.156)  0.090
H (-2.995, -2.697, -0.023)  0.106
H (-2.001, -2.726, 1.545)  0.110
H (-3.964, -0.674, -0.866)  0.103
H (-4.118, 2.030, -0.918)  0.097
H (-2.284, 3.544, 0.351)  0.106
H (2.589, -1.765, 2.691)  0.102
H (4.932, -0.596, 3.239)  0.094
H (5.068, 2.103, 3.317)  0.098
C (-0.829, 3.884, 5.464)  -0.074
C (-1.990, 3.706, 6.341)  -0.276
N (-2.902, 3.566, 7.030)  0.116
H (-0.359, 4.858, 5.613)  0.086
H (-0.066, 3.124, 5.648)  0.084
H (-1.107, 3.816, 4.410)  0.052
C (4.412, -3.450, 0.647)  -0.073
C (4.126, -2.474, -0.410)  -0.275
N (3.901, -1.709, -1.240)  0.135
H (3.677, -4.258, 0.658)  0.085
H (5.395, -3.909, 0.516)  0.083
H (4.399, -2.987, 1.636)  0.056
C (-2.352, -0.032, -7.640)  -0.071
C (-1.648, -1.033, -6.834)  -0.267
N (-1.094, -1.818, -6.200)  0.145
H (-3.128, 0.476, -7.062)  0.081
H (-1.670, 0.735, -8.013)  0.083
H (-2.838, -0.485, -8.508)  0.081

Cartesian forces (eV/Å) of the 2 atoms listed first:
-0.68 -0.32 0.15
1.27 -0.40 -0.55

Computed properties:
LUMO energy	-1.7	eV
frontier orbital gap	6.777	eV
SMILES string	NCCCCCc1cccc2c1C(=O)c1cccc(Br)c1C2=O.CC#N.CC#N.CC#N
M	495.42	Da
charge	0


Record 2
The following is a DFT calculation (ωB97M-V with the def2-TZVPD basis set) of BH4In as an isolated structure.

Last column: Löwdin spin population.
Atoms and positions in Å:
In (0.988, 1.270, -1.986)  0.032
B (-0.181, -0.262, 0.397)  0.475
H (-0.508, -0.399, -0.622)  0.034
H (-0.641, -0.996, 1.041)  0.223
H (0.897, -0.282, 0.378)  0.037
H (-0.555, 0.669, 0.792)  0.200

Cartesian forces (eV/Å) of the 2 atoms listed first:
-0.02 -0.10 0.07
3.22 -0.39 -3.84

Computed properties:
LUMO energy (alpha / beta)	-5.5 / -9.5	eV
expectation value of S²	0.75
frontier orbital gap (alpha / beta)	11.198 / 7.032	eV
multiplicity	2
M	129.66	Da
energy relative to the best compared isomer or geometry (same formula, charge and spin)	3.87	kJ/mol
charge	+1


Record 3
The following is a DFT calculation (ωB97M-V with the def2-TZVPD basis set) of a 3-piece molecular cluster, C23H21BFN5O8S overall.

Last column: Löwdin charge in e.
Atoms and positions in Å:
C (-1.019, -5.367, 0.172)  -0.109
C (-1.951, -4.423, -0.848)  -0.204
C (-2.072, -2.868, -0.345)  -0.032
C (-3.486, -2.201, 0.236)  0.047
C (-4.916, -3.065, 0.301)  -0.241
O (-4.838, -4.325, 0.735)  -0.001
N (-6.150, -2.345, -0.189)  0.120
C (-7.362, -2.570, 0.684)  -0.197
O (-8.479, -1.859, 0.366)  -0.012
F (-7.450, -3.437, 1.881)  0.010
C (-3.569, -0.628, 0.742)  -0.060
O (-4.802, 0.018, 1.250)  -0.060
C (-2.204, 0.313, 0.683)  -0.174
N (-2.095, 1.757, 1.118)  -0.237
S (-0.393, 2.096, 0.792)  0.898
N (0.334, 0.633, 0.094)  -0.245
C (-0.821, -0.349, 0.100)  -0.190
C (-0.708, -1.911, -0.420)  0.042
B (0.751, -2.418, -1.017)  -0.368
C (2.094, -2.665, -0.048)  -0.054
O (0.998, -2.656, -2.483)  -0.018
H (-0.717, -4.769, 1.134)  0.089
H (-0.009, -5.562, -0.428)  0.076
H (-1.513, -6.411, 0.394)  0.085
H (-1.426, -4.406, -1.917)  0.118
H (-2.973, -4.979, -0.991)  0.104
H (-6.339, -2.489, -1.204)  0.163
H (-5.117, -0.422, 2.107)  0.136
H (2.391, -3.813, 0.015)  0.086
H (1.908, -2.219, 1.017)  0.073
H (3.012, -2.096, -0.531)  0.077
H (1.120, -3.661, -2.540)  0.112
C (3.131, 0.836, -5.435)  -0.073
C (3.307, 1.417, -4.179)  -0.064
C (4.100, 0.784, -3.219)  0.002
C (4.718, -0.434, -3.532)  -0.145
C (4.537, -1.024, -4.790)  -0.001
C (3.739, -0.383, -5.740)  -0.068
N (5.573, -1.092, -2.537)  -0.327
O (5.693, -0.548, -1.429)  0.054
O (6.129, -2.150, -2.862)  0.058
H (2.516, 1.336, -6.182)  0.107
H (2.828, 2.367, -3.948)  0.110
H (4.227, 1.251, -2.245)  0.120
H (5.007, -1.972, -5.044)  0.118
H (3.595, -0.831, -6.721)  0.107
C (0.543, 5.879, 5.967)  -0.073
C (-0.628, 5.957, 5.212)  -0.066
C (-0.577, 5.818, 3.823)  0.002
C (0.659, 5.597, 3.199)  -0.145
C (1.837, 5.526, 3.954)  0.000
C (1.773, 5.669, 5.341)  -0.067
N (0.716, 5.425, 1.742)  -0.335
O (-0.345, 5.513, 1.108)  0.031
O (1.822, 5.198, 1.231)  0.052
H (0.497, 5.982, 7.050)  0.108
H (-1.583, 6.122, 5.706)  0.109
H (-1.498, 5.881, 3.249)  0.120
H (2.803, 5.360, 3.482)  0.120
H (2.682, 5.612, 5.936)  0.109

Cartesian forces (eV/Å) of the 2 atoms listed first:
0.88 0.48 -0.93
0.26 -0.06 -0.15

Computed properties:
LUMO energy	-2.0	eV
frontier orbital gap	6.642	eV
SMILES string	CCc1c(C(=O)NC(=O)F)c(O)c2nsnc2c1B(C)O.O=[N+]([O-])c1ccccc1.O=[N+]([O-])c1ccccc1
M	557.33	Da
charge	0


Record 4
The following is a DFT calculation (ωB97M-V with the def2-TZVPD basis set) of a 7-piece molecular cluster, C21H42O21 overall.

Last column: Löwdin spin population.
Atoms and positions in Å:
C (-0.401, -2.357, -1.975)  0.028
O (0.095, -3.589, -2.346)  0.112
C (-0.667, -4.668, -1.982)  -0.002
O (-1.770, -4.705, -1.345)  0.032
O (0.123, -5.761, -2.128)  0.012
C (-0.044, -6.937, -1.320)  0.002
H (-1.364, -2.250, -2.474)  0.017
H (0.281, -1.558, -2.267)  0.001
H (-0.669, -2.317, -0.919)  0.006
H (0.892, -7.291, -0.887)  0.000
H (-0.497, -7.782, -1.840)  0.001
H (-0.495, -6.716, -0.353)  0.000
C (6.470, -0.514, -0.165)  0.000
O (6.364, -1.647, 0.680)  0.000
C (5.397, -1.667, 1.609)  0.000
O (4.525, -0.767, 1.824)  0.000
O (5.454, -2.846, 2.222)  0.000
C (4.714, -3.030, 3.402)  0.000
H (5.645, 0.197, -0.198)  0.000
H (6.432, -0.845, -1.203)  0.000
H (7.419, -0.017, 0.039)  0.000
H (5.450, -2.762, 4.160)  0.000
H (4.637, -4.055, 3.765)  0.000
H (3.841, -2.377, 3.428)  0.000
C (-8.646, 4.510, 0.372)  0.000
O (-7.520, 4.306, -0.548)  0.000
C (-6.414, 5.052, -0.474)  0.000
O (-6.282, 6.090, 0.105)  0.000
O (-5.481, 4.434, -1.238)  0.000
C (-4.275, 5.049, -1.619)  0.000
H (-8.840, 5.582, 0.350)  0.000
H (-8.292, 4.371, 1.393)  0.000
H (-9.497, 3.860, 0.169)  0.000
H (-4.393, 6.116, -1.805)  0.000
H (-4.013, 4.508, -2.529)  0.000
H (-3.534, 4.864, -0.841)  0.000
C (-1.131, 3.198, -1.361)  0.000
O (-0.036, 2.710, -0.676)  0.000
C (0.478, 1.618, -1.143)  0.000
O (0.104, 0.869, -2.068)  0.002
O (1.651, 1.475, -0.472)  0.001
C (2.288, 0.197, -0.517)  0.000
H (-2.037, 2.599, -1.265)  0.000
H (-1.033, 3.229, -2.446)  0.000
H (-1.281, 4.198, -0.953)  0.000
H (1.888, -0.481, -1.271)  0.000
H (2.261, -0.416, 0.384)  0.000
H (3.349, 0.313, -0.736)  0.000
C (-2.617, 1.028, 0.943)  0.000
O (-2.192, 2.003, 1.881)  0.000
C (-2.891, 3.188, 2.088)  0.000
O (-3.976, 3.391, 1.600)  0.000
O (-2.207, 3.889, 3.012)  0.000
C (-2.803, 5.148, 3.517)  0.000
H (-3.689, 1.041, 0.749)  0.000
H (-2.487, -0.003, 1.274)  0.000
H (-1.999, 1.136, 0.051)  0.000
H (-2.028, 5.394, 4.244)  0.000
H (-3.747, 5.116, 4.061)  0.000
H (-2.868, 5.955, 2.788)  0.000
C (2.040, -5.117, -4.917)  0.001
O (2.416, -3.763, -5.194)  0.060
C (2.922, -2.982, -4.178)  0.018
O (3.019, -3.309, -2.958)  0.626
O (3.483, -1.863, -4.722)  0.075
C (4.449, -1.103, -4.071)  0.002
H (1.647, -5.268, -3.912)  0.001
H (2.876, -5.809, -5.022)  0.000
H (1.210, -5.422, -5.555)  0.000
H (5.379, -1.664, -3.972)  0.000
H (4.136, -0.782, -3.077)  0.001
H (4.592, -0.190, -4.648)  0.002
C (2.577, 0.613, 3.509)  0.000
O (1.231, 0.788, 3.907)  0.000
C (0.395, -0.181, 3.617)  0.000
O (0.553, -1.034, 2.789)  0.000
O (-0.714, -0.103, 4.405)  0.000
C (-1.961, -0.840, 4.307)  0.000
H (3.044, -0.359, 3.666)  0.000
H (3.262, 1.264, 4.054)  0.000
H (2.621, 0.792, 2.435)  0.000
H (-1.783, -1.913, 4.380)  0.000
H (-2.369, -0.530, 3.345)  0.000
H (-2.670, -0.501, 5.062)  0.000

Cartesian forces (eV/Å) of the 2 atoms listed first:
-1.43 1.50 0.39
-0.11 -2.38 -0.61

Computed properties:
LUMO energy (alpha / beta)	-3.5 / -10.0	eV
expectation value of S²	0.76
frontier orbital gap (alpha / beta)	8.256 / 1.837	eV
multiplicity	2
M	630.55	Da
energy relative to the best compared isomer or geometry (same formula, charge and spin)	94.25	kJ/mol
charge	+1


Record 5
The following is a DFT calculation (ωB97M-V with the def2-TZVPD basis set) of C2HLiNdO2 as an isolated structure.

Last column: Löwdin spin population.
Atoms and positions in Å:
O (-2.310, -0.100, -0.007)  -0.004
C (-1.438, 0.571, -0.504)  -0.005
C (-0.283, 0.869, -0.994)  -0.008
H (0.012, 0.916, -2.039)  0.000
Li (-1.371, -1.456, 1.259)  0.000
Nd (1.177, 0.470, 0.988)  3.069
O (0.408, -1.318, 1.141)  -0.052

Cartesian forces (eV/Å) of the 2 atoms listed first:
0.42 1.25 0.53
0.76 -2.25 -0.91

Computed properties:
LUMO energy (alpha / beta)	-5.2 / -5.1	eV
expectation value of S²	3.76
frontier orbital gap (alpha / beta)	7.442 / 7.566	eV
multiplicity	4
M	208.21	Da
charge	+1


Record 6
The following is a DFT calculation (ωB97M-V with the def2-TZVPD basis set) of a 2-piece molecular cluster, C6H14O overall.

Last column: Löwdin charge in e.
Atoms and positions in Å:
C (0.708, -3.587, 1.181)  -0.140
C (0.234, -2.449, 0.277)  -0.262
C (0.924, -1.133, 0.423)  -0.365
C (1.984, -1.105, 1.231)  0.012
C (0.497, -0.101, -0.572)  -0.229
C (0.927, 1.370, -0.293)  -0.092
H (1.858, -3.488, 1.183)  0.084
H (0.573, -4.553, 0.762)  0.056
H (0.617, -3.267, 2.236)  0.077
H (0.554, -2.755, -0.786)  0.137
H (-1.001, -2.428, 0.258)  0.163
H (1.872, -1.575, 2.217)  0.066
H (2.694, -0.249, 1.393)  0.069
H (-0.492, -0.259, -1.017)  0.110
H (1.063, -0.369, -1.467)  0.110
H (0.105, 1.997, 0.183)  0.089
H (1.181, 1.932, -1.210)  0.066
H (1.884, 1.241, 0.229)  0.048
H (-4.522, 5.540, -0.843)  0.077
H (-4.681, 5.049, -2.318)  0.012
O (-4.169, 5.651, -1.788)  -0.089

Cartesian forces (eV/Å) of the 2 atoms listed first:
3.40 2.64 0.39
-2.70 -1.49 -1.47

Computed properties:
LUMO energy	0.9	eV
frontier orbital gap	9.830	eV
SMILES string	C=C(CC)CC.O
M	102.18	Da
energy relative to the best compared isomer or geometry (same formula, charge and spin)	275.37	kJ/mol
charge	0